No. 1
2 unconnected molecules or ions with the total composition C3H10NO3, computed with ωB97M-V/def2-TZVPD.

CARTESIAN COORDINATES (ANGSTROEM)
1 N -0.957728 -0.785964 1.223077
2 C -1.000007 0.250969 0.221076
3 C -0.900808 -0.315201 -1.198061
4 O -1.167834 -1.763706 -1.256026
5 C 0.148558 1.410730 0.335764
6 O 0.885539 1.656258 -0.753609
7 H -0.521961 -1.636817 0.902677
8 H -0.615583 -0.442637 2.106079
9 H -1.942772 0.801680 0.282901
10 H -1.626920 0.190148 -1.834242
11 H 0.124282 -0.269668 -1.552756
12 H -2.067198 -1.919666 -0.949682
13 H -0.422566 2.325604 0.628592
14 H 0.733458 1.039586 1.225383
15 H 2.497960 -0.599623 0.050009
16 H 3.392893 0.510912 0.325338
17 O 3.440689 -0.452606 0.243479

Atoms 1-6, force components in eV/Å:
-0.680 -0.147 0.126
0.602 1.048 -0.954
-0.219 -1.581 0.541
-0.234 0.355 -0.102
-0.327 -0.201 -0.263
0.297 -0.475 0.131

Computed properties:
LUMO energy = 3.85 eV
charge = -1
2S+1 = 1
energy above the lowest of the compared OMol25 structures with the same formula, charge and spin = 21.5 kcal/mol
orbital gap = 0.2431 hartree

Results of the Mulliken charge analysis, in e, for atoms 1 through 8: -0.642, 0.226, -0.452, -0.613, -0.580, -0.867, 0.234, 0.241

---

No. 2
A molecular structure, C8H24F2NO11P3S, computed with ωB97M-V/def2-TZVPD.

CARTESIAN COORDINATES (ANGSTROEM)
1 O 3.834459 -7.335806 2.678908
2 P 4.392174 -6.022421 3.001318
3 N 3.712117 -4.824159 1.928936
4 C 2.228100 -4.791689 1.987611
5 C 1.655978 -4.593026 3.397987
6 F 0.338356 -4.199760 3.252569
7 S 4.399583 -3.316303 2.168635
8 O 3.437499 -2.282881 2.184492
9 O 5.429248 -3.171926 1.214936
10 F 5.146496 -3.432606 3.555939
11 H 5.773960 -5.952193 2.761875
12 H 4.150616 -5.631241 4.333103
13 H 1.910562 -5.790495 1.682103
14 H 1.785198 -4.102319 1.274625
15 H 2.222394 -3.866349 3.985240
16 H 1.611539 -5.547856 3.928447
17 C 0.000501 3.382066 0.691710
18 O 0.165915 2.244218 -0.183705
19 P 1.605472 2.171533 -1.025619
20 O 1.204780 1.268089 -2.131377
21 O 2.394226 1.404844 0.161625
22 C 1.833339 0.223868 0.731792
23 O 2.979279 2.884175 -1.518781
24 C 3.689862 2.264128 -2.588862
25 H -0.920380 3.244860 1.253256
26 H 0.836465 3.457660 1.392414
27 H -0.072093 4.301826 0.109917
28 H 1.232231 -0.326821 0.007459
29 H 1.222894 0.481069 1.598998
30 H 2.650425 -0.406090 1.067099
31 H 3.172859 2.412106 -3.534278
32 H 3.832677 1.202841 -2.396011
33 H 4.660274 2.755889 -2.639928
34 C -3.512780 4.697496 -2.225221
35 O -4.260650 3.871342 -1.309443
36 P -5.343113 2.781944 -1.963174
37 O -6.219492 2.560736 -0.788393
38 O -4.227482 1.629852 -2.172855
39 C -3.395062 1.250325 -1.079910
40 O -6.185058 2.234734 -3.241448
41 C -7.270886 1.349798 -2.978349
42 H -2.781144 5.259274 -1.649535
43 H -2.988319 4.083948 -2.963066
44 H -4.175454 5.397907 -2.734094
45 H -3.905740 1.372311 -0.123977
46 H -2.475333 1.836540 -1.086505
47 H -3.129008 0.203215 -1.207500
48 H -8.112147 1.886612 -2.545622
49 H -6.960374 0.538668 -2.322685
50 H -7.574962 0.940069 -3.940655

Atoms 1-6, force components in eV/Å:
-0.362 -0.334 0.104
0.011 -1.145 -0.804
0.274 1.123 2.069
-0.595 -1.097 0.352
-0.153 -0.266 -0.325
0.069 0.296 0.077

Computed properties:
LUMO energy = -0.51 eV
2S+1 = 1
orbital gap = 0.3541 hartree

Results of the Mulliken charge analysis, in e, for atoms 1 through 8: -0.644, 0.438, -0.015, -0.771, -0.127, -0.324, 1.145, -0.479

---

No. 3
A molecular structure, C19H13ClCoF3N4O2SSbSe4, computed with ωB97M-V/def2-TZVPD.

CARTESIAN COORDINATES (ANGSTROEM)
1 Co -0.125156 -0.481185 -0.218377
2 O -2.957238 3.748510 -1.741335
3 C -3.711397 2.720497 -2.171967
4 C -4.952056 3.015983 -2.733713
5 C -5.771124 2.003207 -3.208391
6 C -5.356042 0.677761 -3.149838
7 C -4.125503 0.379260 -2.586560
8 C -3.295238 1.375767 -2.076982
9 C -2.038925 0.981070 -1.402060
10 O -1.766316 -0.263968 -1.245029
11 N -1.243380 1.940402 -0.956638
12 N -0.195043 1.356775 -0.302942
13 C 0.813449 2.041767 0.217800
14 C 1.729338 1.246506 0.926197
15 C 2.895165 1.715423 1.579637
16 C 3.688216 0.842515 2.269446
17 C 3.325275 -0.521433 2.335122
18 C 2.190583 -0.927905 1.671238
19 N 1.401836 -0.105554 0.971111
20 H -2.140166 3.337046 -1.328800
21 H -5.256163 4.055777 -2.788677
22 H -6.742008 2.254628 -3.623678
23 H -5.981393 -0.125004 -3.519133
24 H -3.779465 -0.647984 -2.534822
25 H 0.881805 3.117759 0.113424
26 H 3.140322 2.769827 1.509428
27 H 4.589800 1.191241 2.758989
28 H 3.930173 -1.244453 2.865253
29 H 1.898038 -1.969493 1.679112
30 F 5.324325 -2.343022 -2.665861
31 C 5.066350 -1.127689 -2.155372
32 F 5.993737 -0.303341 -2.744704
33 F 5.404343 -1.159531 -0.852613
34 C 3.674030 -0.617216 -2.398854
35 C 3.545306 0.563836 -3.099469
36 C 2.285432 1.093501 -3.333096
37 C 1.214555 0.441878 -2.759906
38 N 1.297404 -0.662907 -2.022384
39 C 2.508216 -1.292503 -1.886737
40 S 2.603933 -2.799583 -1.099467
41 H 4.428133 1.068493 -3.466396
42 H 2.148027 1.999756 -3.908254
43 H 0.207620 0.828824 -2.890905
44 Se -5.905023 -3.280654 -0.433301
45 Sb -3.539254 -3.714368 -0.777766
46 Se -2.637165 -3.466549 -3.018186
47 Se -3.115755 -6.046893 -0.026475
48 Se -2.228272 -2.377306 1.077257
49 Cl -0.262389 -2.668884 0.094004

Atoms 1-6, force components in eV/Å:
0.127 0.725 -0.351
0.321 -0.090 0.248
-0.064 -0.164 -0.101
-0.062 -0.001 -0.060
0.039 -0.008 -0.003
0.042 0.005 0.024

Computed properties:
LUMO energy (spin up / spin down) = 3.87 / 2.30 eV
<S²> = 3.785
charge = -2
2S+1 = 4
orbital gap (spin up / spin down) = 0.1720 / 0.1718 hartree

Results of the Mulliken charge analysis, in e, for atoms 1 through 8: -0.564, -0.723, 0.345, -0.620, -0.207, -0.942, 0.002, -0.067

---

No. 4
A molecular structure, C36H52CaN3OP2, computed with ωB97M-V/def2-TZVPD.

CARTESIAN COORDINATES (ANGSTROEM)
1 C -1.217338 2.236903 -0.312678
2 C -2.262319 0.243479 0.372418
3 C -2.443918 2.899085 -0.337233
4 C -3.530026 0.825571 0.128727
5 C -3.626043 2.169364 -0.169775
6 H -2.437518 3.967403 -0.546266
7 H -4.393151 0.180338 0.270984
8 H -4.603782 2.643196 -0.267122
9 N -1.103016 0.938676 0.050915
10 P 1.514254 2.214224 -1.230015
11 P -1.011441 -1.794722 1.949440
12 C 0.028423 3.094679 -0.599280
13 H -0.238752 3.890269 -1.316429
14 H 0.317137 3.614628 0.333151
15 C 3.560494 -1.256942 0.064846
16 O 4.701555 -1.410799 0.113220
17 C -2.270735 -1.071088 0.952477
18 H -3.151148 -1.672263 0.713194
19 C -0.731386 -3.605083 1.299780
20 C -1.838913 -1.687471 3.651023
21 C 1.177695 2.228595 -3.123053
22 C 2.891433 3.427854 -0.704004
23 C 0.615098 -3.533983 0.539991
24 H 1.415953 -3.115918 1.174513
25 H 0.942193 -4.542878 0.243253
26 H 0.549156 -2.937351 -0.387157
27 C -0.621751 -4.606186 2.456601
28 H 0.183431 -4.357635 3.156994
29 H -1.560748 -4.702356 3.013860
30 H -0.401921 -5.602747 2.041418
31 C -1.858554 -4.070197 0.373576
32 H -1.673324 -5.122258 0.097610
33 H -2.837997 -4.035706 0.869938
34 H -1.918775 -3.494069 -0.558237
35 C -0.827186 -2.105608 4.727380
36 H 0.075131 -1.481191 4.685250
37 H -1.295409 -1.976022 5.712248
38 H -0.518239 -3.153225 4.634975
39 C -2.253081 -0.226860 3.860069
40 H -1.399058 0.455762 3.792183
41 H -3.000052 0.077041 3.119702
42 H -2.706112 -0.135893 4.855883
43 C -3.107269 -2.559265 3.671172
44 H -3.747042 -2.359188 2.804420
45 H -2.900555 -3.633219 3.715271
46 H -3.688653 -2.303478 4.568183
47 C 4.212797 2.900234 -1.293762
48 H 5.049241 3.480236 -0.875166
49 H 4.370513 1.843263 -1.028195
50 H 4.253482 3.003092 -2.387170
51 C 2.984138 3.393813 0.833800
52 H 2.096094 3.820381 1.316797
53 H 3.131751 2.376833 1.216310
54 H 3.846868 3.999104 1.151495
55 C 2.630332 4.875751 -1.142024
56 H 3.332926 5.532586 -0.607386
57 H 2.804880 5.039119 -2.210114
58 H 1.618021 5.218987 -0.893387
59 C -0.206797 1.602382 -3.389400
60 H -0.333963 1.475329 -4.477225
61 H -0.299126 0.608195 -2.936118
62 H -1.026923 2.236137 -3.026579
63 C 2.257319 1.350807 -3.785859
64 H 2.228768 0.323811 -3.397979
65 H 2.061912 1.317210 -4.869373
66 H 3.267052 1.756162 -3.637773
67 C 1.207928 3.637478 -3.725532
68 H 0.574900 4.355575 -3.187948
69 H 2.227283 4.035728 -3.797495
70 H 0.821292 3.575868 -4.755109
71 Ca 0.971634 -0.404975 0.085202
72 N 1.166312 -1.500788 -2.241131
73 C 0.493053 -1.910130 -3.129193
74 C -0.665632 -2.334792 -3.853256
75 C -0.574859 -3.025712 -5.077595
76 C -1.925175 -2.102521 -3.259425
77 C -1.745539 -3.474213 -5.696528
78 H 0.409439 -3.224437 -5.519818
79 C -3.085890 -2.558844 -3.882590
80 H -2.003729 -1.567919 -2.300396
81 C -2.988378 -3.247682 -5.096518
82 H -1.686799 -4.003997 -6.649244
83 H -4.048845 -2.376310 -3.398952
84 H -3.899987 -3.616555 -5.570808
85 C 2.048023 1.395440 4.924885
86 C 2.739607 0.315389 4.371240
87 C 2.421478 -0.111564 3.079917
88 N 1.467644 0.499693 2.332957
89 C 0.770284 1.526234 2.886669
90 C 1.045056 2.007549 4.168264
91 H 2.279846 1.753536 5.927034
92 H 3.525806 -0.208063 4.915356
93 H 2.930930 -0.965891 2.615252
94 H -0.018757 1.971527 2.270401
95 H 0.467045 2.853475 4.540049

Atoms 1-6, force components in eV/Å:
-0.691 0.723 0.444
0.419 -1.481 0.375
1.033 0.260 -0.408
-0.358 1.001 -0.380
-0.252 -1.015 0.150
-0.185 -0.252 -0.031

Computed properties:
LUMO energy = -2.71 eV
charge = +1
2S+1 = 1
energy above the lowest of the compared OMol25 structures with the same formula, charge and spin = 0.0 kcal/mol
orbital gap = 0.2065 hartree

Results of the Mulliken charge analysis, in e, for atoms 1 through 8: -0.675, 0.094, -0.863, -1.155, -0.955, 0.522, 0.528, 0.418

---

no.,M (g mol⁻¹),maximum force (hartree/bohr)
1,108.117,0.033
2,473.261,0.127
3,950.386,0.023
4,644.858,0.083